Entry 1:
One molecule with the formula C20H27ClF3N5OS at a distorted geometry. Source: OMol25; level of theory: the ωB97M-V functional and the def2-TZVPD basis.

Structure (XYZ):
```
58
C20H27ClF3N5OS (the ωB97M-V functional and the def2-TZVPD basis)
C -1.296 -0.931 -3.263
C 0.102 -0.447 -3.633
C 1.185 -0.961 -2.686
C 0.980 -0.454 -1.258
N 2.061 -0.848 -0.397
C 2.227 -2.047 0.235
S 1.059 -3.347 0.168
C 0.385 -3.114 1.865
C -0.297 -1.767 1.819
O 0.208 -0.757 2.245
N -1.491 -1.817 1.146
C -2.262 -0.767 0.678
C -1.910 0.570 0.849
C -2.709 1.568 0.313
C -2.278 3.000 0.463
F -3.298 3.864 0.375
F -1.664 3.247 1.627
F -1.404 3.359 -0.502
C -3.863 1.269 -0.397
C -4.222 -0.056 -0.568
C -3.431 -1.060 -0.042
Cl -3.887 -2.713 -0.294
N 3.322 -2.055 0.939
N 3.898 -0.860 0.788
C 3.156 -0.135 -0.008
C 3.427 1.271 -0.434
C 4.738 1.774 0.194
C 5.956 1.134 -0.459
N 2.233 2.070 -0.158
C 2.227 3.358 -0.820
C 1.924 2.194 1.255
H -2.000 -0.677 -4.051
H -1.642 -0.466 -2.343
H -1.303 -2.011 -3.133
H 0.117 0.645 -3.637
H 0.341 -0.788 -4.642
H 1.182 -2.055 -2.681
H 2.163 -0.631 -3.043
H 0.926 0.637 -1.231
H 0.057 -0.872 -0.851
H 1.221 -3.113 2.562
H -0.291 -3.943 2.056
H -1.825 -2.730 0.855
H -1.015 0.814 1.400
H -4.474 2.057 -0.807
H -5.115 -0.311 -1.116
H 3.543 1.270 -1.528
H 4.736 1.536 1.257
H 4.789 2.858 0.074
H 5.978 1.342 -1.527
H 5.934 0.059 -0.307
H 6.868 1.527 -0.015
H 2.468 3.225 -1.874
H 1.224 3.776 -0.745
H 2.933 4.079 -0.386
H 0.950 2.671 1.353
H 2.658 2.798 1.803
H 1.874 1.205 1.708
```

Summary:
Lowest unoccupied orbital energy in eV: 0.31
Gap between HOMO and LUMO in eV: 8.84
SMILES: CCCCn1c(SCC(=O)Nc2cc(C(F)(F)F)ccc2Cl)nnc1[C@H](CC)N(C)C
Energy above the lowest of the compared OMol25 structures with the same formula, charge and spin in kcal/mol: 3.6
Net charge: 0
E_HOMO in eV: -8.539



Entry 2:
A 14-piece molecular cluster, C6H40NO13 overall at a distorted geometry. Source: OMol25; level of theory: the ωB97M-V functional and the def2-TZVPD basis.

Structure (XYZ):
```
60
C6H40NO13 (the ωB97M-V functional and the def2-TZVPD basis)
C -0.090 0.827 0.489
C -0.473 -0.642 0.329
C 0.377 -1.586 -0.491
C -1.289 -2.918 -1.710
C -0.253 -2.905 -0.915
C 0.525 -4.083 -0.400
N -0.049 1.679 -0.749
H 0.961 0.903 0.896
H -0.794 1.326 1.188
H -0.516 -0.985 1.369
H -1.500 -0.796 -0.006
H 0.683 -1.087 -1.462
H 1.331 -1.833 0.011
H -1.933 -2.117 -2.032
H -1.839 -3.795 -2.108
H -0.186 -4.952 -0.387
H 1.296 -4.348 -1.092
H 0.887 -3.962 0.631
H 0.146 1.186 -1.649
H -0.902 2.239 -0.800
H 0.765 2.324 -0.704
H -4.169 -2.884 -0.799
H -4.129 -1.623 -0.126
O -4.392 -1.946 -0.998
H -0.188 -0.454 -3.031
H 0.923 -0.055 -4.118
O 0.646 0.008 -3.205
H -0.656 2.462 3.295
H -1.004 4.029 3.158
O -1.136 3.153 2.792
H -3.710 -3.399 2.213
H -2.572 -2.575 2.872
O -3.006 -2.776 2.040
H -1.059 3.531 1.005
H -2.255 4.264 0.424
O -1.371 3.973 0.191
H 2.084 -0.572 3.419
H 1.513 -2.104 3.419
O 1.365 -1.160 3.714
H -3.190 -0.589 -1.472
H -4.045 0.123 -2.550
O -3.198 0.159 -2.084
H 3.460 -1.781 -3.169
H 2.292 -0.810 -2.923
O 3.193 -1.021 -2.611
H 3.356 3.231 -1.483
H 3.386 2.469 -0.206
O 2.761 2.990 -0.723
H -0.835 4.002 -2.069
H -0.557 3.519 -3.433
O -0.161 3.478 -2.551
H 3.515 -0.368 -1.032
H 3.761 -1.228 0.235
O 3.549 -0.333 -0.035
H 0.137 0.460 3.131
H -0.059 0.565 4.595
O -0.373 0.960 3.780
H 3.985 0.786 2.845
H 3.195 0.342 1.482
O 3.215 0.376 2.460
```

Summary:
Lowest unoccupied orbital energy in eV: -2.38
Gap between HOMO and LUMO in eV: 9.80
Energy above the lowest of the compared OMol25 structures with the same formula, charge and spin in kcal/mol: 73.7
Net charge: +1
E_HOMO in eV: -12.178



Entry 3:
C23H14F6N3O4S2Ti as an isolated structure at a distorted geometry. Source: OMol25; level of theory: the ωB97M-V functional and the def2-TZVPD basis.

Structure (XYZ):
```
53
C23H14F6N3O4S2Ti (the ωB97M-V functional and the def2-TZVPD basis)
Ti 0.676 -0.323 0.498
F 3.359 -4.291 0.565
C 4.247 -3.570 1.261
F 4.169 -3.949 2.553
F 5.475 -3.940 0.826
C 4.046 -2.083 1.105
C 5.074 -1.294 0.669
C 4.904 0.081 0.476
C 3.656 0.599 0.708
N 2.645 -0.149 1.160
C 2.798 -1.472 1.405
S 1.371 -2.220 2.001
H 6.033 -1.747 0.453
H 5.708 0.712 0.128
H 3.414 1.642 0.532
O 0.836 2.331 1.571
S -0.600 2.142 1.662
O -1.274 2.681 2.815
N -0.820 0.564 1.463
C -2.121 -0.018 1.236
C -3.323 0.481 1.707
C -4.500 -0.223 1.446
C -4.471 -1.408 0.739
C -3.263 -1.916 0.226
C -3.165 -3.133 -0.521
C -1.904 -3.526 -0.982
C -0.799 -2.750 -0.773
N -0.841 -1.535 -0.112
C -2.082 -1.174 0.439
C -1.369 2.956 0.285
C -1.767 2.298 -0.868
C -2.340 3.024 -1.903
C -2.506 4.396 -1.791
C -2.109 5.050 -0.631
C -1.550 4.331 0.414
H -3.339 1.385 2.301
H -5.441 0.163 1.819
H -5.386 -1.963 0.561
H -4.047 -3.736 -0.694
H -1.777 -4.459 -1.519
H 0.176 -3.054 -1.127
H -1.644 1.229 -0.968
H -2.656 2.508 -2.801
H -2.948 4.957 -2.605
H -2.241 6.120 -0.535
H -1.257 4.827 1.330
F 2.210 -1.451 -1.533
C 1.927 -0.635 -2.589
F 2.930 -0.750 -3.457
F 0.818 -1.104 -3.162
C 1.760 0.810 -2.081
O 2.305 1.709 -2.668
O 1.001 0.876 -1.032
```

Summary:
Lowest unoccupied orbital energy (spin up / spin down) in eV: 2.69 / 2.60
Gap between HOMO and LUMO (spin up / spin down) in eV: 5.29 / 7.67
2S+1: 3
Energy above the lowest of the compared OMol25 structures with the same formula, charge and spin in kcal/mol: 10.2
Net charge: -1
E_HOMO (spin up / spin down) in eV: -2.603 / -5.074



Entry 4:
C11H14INO2 as an isolated structure at a distorted geometry. Source: OMol25; level of theory: the ωB97M-V functional and the def2-TZVPD basis.

Structure (XYZ):
```
29
C11H14INO2 (the ωB97M-V functional and the def2-TZVPD basis)
C -2.142 0.546 -1.869
C 0.105 -0.336 -0.343
C 1.273 0.242 -0.710
C -2.437 -1.570 -0.584
C 1.457 1.753 -0.408
C 0.601 2.289 0.655
C -0.904 1.896 0.471
C -1.077 0.336 0.336
C 2.314 -0.467 -1.409
C -2.471 -3.346 1.092
C -2.253 -0.015 -0.549
N -2.094 0.966 -2.924
O -2.682 -2.316 -1.482
O -2.329 -2.000 0.763
I -4.217 0.653 0.128
H -0.001 -1.301 -0.774
H 2.642 1.890 -0.231
H 1.266 2.290 -1.306
H 1.052 1.917 1.565
H 0.622 3.439 0.885
H -1.470 2.230 1.287
H -1.208 2.502 -0.347
H -1.100 -0.250 1.219
H 2.046 -0.337 -2.540
H 2.192 -1.535 -1.230
H 3.322 -0.058 -1.087
H -1.977 -4.047 0.303
H -3.495 -3.548 1.419
H -1.774 -3.412 1.902
```

Summary:
Lowest unoccupied orbital energy (spin up / spin down) in eV: 0.39 / -4.03
Gap between HOMO and LUMO (spin up / spin down) in eV: 6.75 / 4.88
2S+1: 3
Net charge: 0
E_HOMO (spin up / spin down) in eV: -6.362 / -8.909



Entry 5:
C22H18ClN2O3Tc as an isolated structure at a distorted geometry. Source: OMol25; level of theory: the ωB97M-V functional and the def2-TZVPD basis.

Structure (XYZ):
```
47
C22H18ClN2O3Tc (the ωB97M-V functional and the def2-TZVPD basis)
Tc -0.755 -0.491 -0.796
C -5.009 -1.210 -1.941
O -5.546 -0.684 -0.748
C -4.839 -0.694 0.394
C -5.606 -0.612 1.554
C -5.027 -0.648 2.814
C -3.671 -0.828 2.937
C -2.832 -0.860 1.803
C -1.449 -1.012 2.032
N -0.501 -0.951 1.114
N 0.752 -1.087 1.537
C 1.627 -0.972 0.555
O 1.187 -0.769 -0.641
C 3.052 -1.028 0.849
C 3.489 -0.930 2.173
C 4.839 -0.945 2.454
C 5.766 -1.063 1.428
C 5.338 -1.177 0.113
C 3.988 -1.152 -0.182
C -3.414 -0.717 0.488
O -2.665 -0.581 -0.565
H -5.857 -1.309 -2.617
H -4.571 -2.197 -1.767
H -4.267 -0.545 -2.390
H -6.676 -0.535 1.433
H -5.652 -0.567 3.689
H -3.222 -0.925 3.913
H -1.116 -1.183 3.052
H 2.752 -0.826 2.952
H 5.172 -0.867 3.477
H 6.821 -1.071 1.656
H 6.059 -1.294 -0.680
H 3.649 -1.233 -1.204
Cl -0.608 0.303 -3.037
C 0.644 1.479 -2.742
C 1.567 1.794 -3.717
C 2.625 2.625 -3.379
C 2.737 3.129 -2.093
C 1.787 2.820 -1.136
C 0.715 1.985 -1.442
C -0.327 1.611 -0.455
H 1.481 1.385 -4.711
H 3.369 2.857 -4.123
H 3.572 3.757 -1.830
H 1.875 3.217 -0.137
H -1.257 2.158 -0.650
H 0.002 1.844 0.559
```

Summary:
Lowest unoccupied orbital energy (spin up / spin down) in eV: -4.12 / -5.28
Gap between HOMO and LUMO (spin up / spin down) in eV: 6.97 / 5.98
2S+1: 4
Net charge: +1
E_HOMO (spin up / spin down) in eV: -11.089 / -11.258



Entry 6:
C17H23N3O4S as an isolated structure at a distorted geometry. Source: OMol25; level of theory: the ωB97M-V functional and the def2-TZVPD basis.

Structure (XYZ):
```
48
C17H23N3O4S (the ωB97M-V functional and the def2-TZVPD basis)
C 6.683 0.748 0.814
C 5.350 0.586 0.367
C 4.695 -0.481 0.095
C 3.220 -0.379 -0.220
C 2.851 0.826 -0.324
N 1.542 1.410 -0.381
C 0.606 0.499 -0.540
N 0.872 -0.694 -0.897
C 2.091 -1.288 -0.606
O 2.298 -2.567 -0.594
C -0.280 -1.392 -1.021
H -0.756 -1.311 -2.130
C -1.271 -1.628 -0.080
O -1.090 -0.876 1.152
O -2.471 -1.926 -0.543
C -3.641 -1.872 0.621
C -4.665 -2.846 -0.025
H -5.591 -2.684 0.673
H -4.280 -3.612 -0.241
H -5.019 -2.260 -0.939
H -3.302 -2.224 1.383
C -4.172 -0.295 0.865
O -4.683 0.020 1.759
N -3.815 0.484 -0.132
H -3.281 0.214 -1.347
C -3.947 1.896 -0.353
C -3.339 2.359 0.850
H -3.480 3.778 0.793
H -3.835 2.109 1.888
H -2.244 2.315 0.908
C -3.447 2.522 -1.703
H -3.938 1.882 -2.634
H -3.635 3.514 -1.717
H -2.400 2.148 -1.711
C -5.577 2.028 -0.287
H -5.985 1.824 -1.106
H -5.740 3.163 -0.478
H -5.945 1.683 0.888
H 0.158 -2.571 -0.995
H -0.420 1.108 -0.819
S 4.252 1.923 0.388
C 5.046 -1.841 0.418
H 5.500 -2.136 1.200
H 4.407 -2.826 -0.022
H 5.897 -1.909 -0.612
H 7.005 0.156 1.646
H 7.348 0.214 -0.007
H 7.016 1.650 0.894
```

Summary:
Lowest unoccupied orbital energy in eV: -0.01
Gap between HOMO and LUMO in eV: 8.09
Energy above the lowest of the compared OMol25 structures with the same formula, charge and spin in kcal/mol: 436.1
Net charge: 0
E_HOMO in eV: -8.102